Entry 1:
Below is C16H14F2OS2 in the gas phase in a non-equilibrium geometry, with properties calculated with ωB97M-V/def2-TZVPD.

Results
SMILES string = CCOC(=S)SC(c1ccc(F)cc1)c1ccc(F)cc1
Orbital gap = 6.53 eV
Lowest unoccupied orbital energy = -1.506 eV
Calculated total energy = -45969.597 eV
HOMO = -8.0340 eV

Last column: natural (NBO) charge in e.
Element x y z (Å)
C -2.7637 -0.7293 1.8191  -0.626
C -1.5381 0.1406 1.8950  -0.079
O -0.3800 -0.6795 2.2162  -0.503
C 0.8328 -0.0564 2.2198  -0.003
S 2.1806 -1.1006 2.1892  0.036
S 0.8796 1.6019 2.0579  -0.099
H -3.6293 -0.0616 1.7884  0.215
H -2.7716 -1.3052 0.9041  0.210
H -2.8609 -1.3969 2.6667  0.218
H -1.3827 0.6362 0.9176  0.199
H -1.7120 0.9167 2.6591  0.198
F -0.6935 -2.7855 7.2247  -0.328
C 0.4185 -2.5809 6.4523  0.401
C 1.1741 -1.4354 6.6614  -0.278
C 2.2914 -1.2408 5.8599  -0.158
C 2.6349 -2.1646 4.8446  -0.117
C 3.5969 -1.7216 3.7858  -0.058
C 4.6817 -2.6054 3.2770  -0.147
C 5.8850 -1.9897 2.8352  -0.133
C 6.7732 -2.6497 1.9934  -0.285
C 6.4347 -3.9332 1.5752  0.431
F 7.2426 -4.5661 0.6648  -0.324
C 5.3325 -4.6162 2.0671  -0.284
C 4.4977 -3.9730 2.9870  -0.135
C 1.8169 -3.2856 4.6427  -0.172
C 0.7506 -3.5422 5.5097  -0.265
H 0.8806 -0.6948 7.4011  0.239
H 2.8735 -0.3250 5.9467  0.219
H 3.9137 -0.6709 3.8721  0.240
H 6.0857 -0.9547 3.1137  0.224
H 7.6679 -2.1613 1.6129  0.242
H 5.0908 -5.6199 1.7132  0.241
H 3.6708 -4.5226 3.4166  0.224
H 1.9388 -3.8807 3.7416  0.222
H 0.1600 -4.4490 5.3868  0.235


Entry 2:
Below is a 2-piece molecular cluster, C16H32IN4O2 overall, with properties calculated with ωB97M-V/def2-TZVPD.

Results
Net charge = +1
Orbital gap = 7.70 eV
Energy relative to the best compared isomer or geometry (same formula, charge and spin) = 0.000 eV
Lowest unoccupied orbital energy = -3.326 eV
Calculated total energy = -35261.755 eV
HOMO = -11.0286 eV

Last column: natural (NBO) charge in e.
Element x y z (Å)
C 2.8082 1.9332 0.7577  -0.625
C 1.9959 2.3436 -0.4682  -0.433
C 0.9925 1.3087 -0.9729  -0.298
I 1.9566 -0.3566 -1.9162  0.112
C 0.0144 0.8498 0.0925  -0.092
C 0.3558 -0.2292 1.1293  -0.415
C -1.0477 -0.6049 1.6248  -0.120
N -1.1221 -1.8926 2.2786  -0.818
C -1.8127 -0.5687 0.3228  0.537
C -3.0655 -1.2777 0.0056  -0.481
C -4.2419 -0.4176 0.5398  -0.386
C -4.6412 0.6057 -0.5182  -0.417
C -5.5576 1.7342 -0.0626  -0.223
N -5.2404 2.2592 1.2867  -0.683
C -3.8628 2.5805 1.4743  0.708
C -3.4074 2.5625 2.9117  -0.719
O -3.1034 2.7916 0.5575  -0.598
N -1.1988 0.2126 -0.4893  -0.438
H 2.2440 2.0669 1.6832  0.200
H 3.1111 0.8844 0.6994  0.219
H 3.7146 2.5320 0.8333  0.238
H 1.4360 3.2630 -0.2634  0.220
H 2.6734 2.5672 -1.2931  0.232
H 0.4125 1.7727 -1.7728  0.231
H -0.3402 1.7395 0.6331  0.238
H 0.7902 -1.1026 0.6390  0.252
H 1.0177 0.1266 1.9151  0.248
H -1.3889 0.2390 2.2522  0.205
H -2.0812 -2.1861 2.4278  0.368
H -0.6915 -1.8558 3.1955  0.386
H -3.1604 -1.3773 -1.0781  0.240
H -3.0549 -2.2754 0.4431  0.261
H -3.9594 0.0677 1.4788  0.208
H -5.0751 -1.0794 0.7799  0.239
H -5.1579 0.0687 -1.3194  0.226
H -3.7488 1.0470 -0.9680  0.203
H -6.5954 1.4009 -0.0293  0.213
H -5.4927 2.5232 -0.8185  0.203
H -5.7759 3.1208 1.3831  0.404
H -4.2423 2.4416 3.5972  0.243
H -2.8470 3.4694 3.1385  0.250
H -2.7364 1.7103 3.0434  0.223
H -1.4938 0.3699 -1.4474  0.440
C 5.8595 -3.2880 -0.8731  0.529
O 4.7688 -3.2558 -0.3319  -0.636
N 6.0586 -2.9871 -2.1727  -0.427
C 7.3671 -3.0026 -2.7901  -0.400
C 4.8883 -2.6297 -2.9517  -0.414
H 6.7837 -3.5596 -0.3386  0.115
H 7.6294 -2.0161 -3.1770  0.198
H 7.4055 -3.7197 -3.6120  0.201
H 8.1089 -3.2902 -2.0471  0.215
H 4.3898 -1.7853 -2.4736  0.200
H 4.1784 -3.4583 -2.9722  0.213
H 5.1822 -2.3761 -3.9670  0.208


Entry 3:
Below is C18H24N2O4S2 in the gas phase, with properties calculated with ωB97M-V/def2-TZVPD.

Results
SMILES string = CCOC(=O)c1c(C)[nH]c(C)c1S(=O)(=O)NCCc1ccc(SC)cc1
Orbital gap = 8.72 eV
Energy relative to the best compared isomer or geometry (same formula, charge and spin) = 0.963 eV
Lowest unoccupied orbital energy = 0.690 eV
Calculated total energy = -51896.908 eV
HOMO = -8.0345 eV

Last column: natural (NBO) charge in e.
Element x y z (Å)
C -1.2256 -2.0760 -1.4221  -0.649
C -0.9308 -1.9663 0.0657  -0.074
H -1.6638 -1.3287 0.5648  0.193
H -0.9106 -2.9555 0.5364  0.199
O 0.3260 -1.3207 0.2865  -0.528
C 1.4255 -2.0541 0.0730  0.804
O 1.4052 -3.2502 -0.1098  -0.614
C 2.6459 -1.2494 0.1351  -0.234
C 3.9104 -1.7508 0.3848  0.232
N 4.7732 -0.7016 0.3612  -0.494
C 4.1158 0.4641 0.0821  0.196
C 2.7860 0.1592 -0.0601  -0.393
S 1.5048 1.3038 -0.4909  2.333
O 0.6853 0.7475 -1.5304  -0.939
O 2.0955 2.5893 -0.7502  -0.965
N 0.6835 1.4252 0.9642  -0.863
H 0.0009 0.6824 1.0079  0.416
C 0.1312 2.7238 1.2827  -0.221
C -0.9911 3.1636 0.3298  -0.437
C -2.0461 2.1043 0.1760  -0.056
C -2.7378 1.6152 1.2768  -0.167
C -3.6795 0.6086 1.1475  -0.271
C -3.9499 0.0778 -0.1053  -0.172
C -3.2822 0.5789 -1.2195  -0.229
C -2.3373 1.5728 -1.0760  -0.175
H -1.8043 1.9298 -1.9433  0.228
H -3.5070 0.1706 -2.1927  0.222
S -5.1039 -1.2299 -0.4024  0.252
C -5.5957 -1.7667 1.2615  -0.742
H -6.2420 -2.6259 1.1116  0.238
H -4.7175 -2.0603 1.8293  0.220
H -6.1465 -0.9769 1.7641  0.218
H -4.1917 0.2533 2.0279  0.215
H -2.5445 2.0232 2.2590  0.202
H -0.5449 3.3708 -0.6439  0.224
H -1.4334 4.0869 0.7144  0.218
H 0.9596 3.4310 1.2146  0.227
H -0.2225 2.6869 2.3166  0.199
C 4.8457 1.7519 -0.0132  -0.663
H 5.6565 1.6797 -0.7375  0.218
H 5.2728 2.0220 0.9528  0.219
H 4.1528 2.5261 -0.3265  0.277
H 5.7677 -0.7733 0.5114  0.416
C 4.3637 -3.1351 0.6656  -0.664
H 4.7788 -3.2104 1.6709  0.219
H 5.1330 -3.4356 -0.0448  0.222
H 3.5190 -3.8103 0.5736  0.271
H -0.5880 -2.8318 -1.8734  0.221
H -1.0213 -1.1163 -1.8912  0.234
H -2.2665 -2.3465 -1.5742  0.219